# 1
{"formula": "C23H28N2O2", "method": "ωB97M-V with the def2-TZVPD basis set", "mol_weight_g_mol": 364.49, "largest_force_ev_per_a": 0.6, "gap_ev": 8.4, "e_tot_ev": -31381.533, "e_homo_ev": -7.75, "spin_multiplicity": 1, "relative_energy_ev": 1.233, "species": ["C", "C", "C", "N", "C", "C", "C", "C", "C", "C", "H", "C", "O", "O", "C", "C", "C", "N", "C", "H", "H", "H", "C", "H", "H", "H", "H", "H", "H", "H", "H", "H", "H", "H", "C", "C", "C", "C", "C", "C", "C", "H", "H", "H", "H", "H", "H", "H", "C", "H", "H", "H", "H", "H", "H"], "coordinates": [[3.359167, 4.152481, 0.300934], [3.067179, 2.744897, -0.097437], [3.944140, 1.810629, -0.579116], [3.273203, 0.632740, -0.847819], [1.959890, 0.792568, -0.522405], [0.900212, -0.106899, -0.588768], [-0.341453, 0.331900, -0.194360], [-0.538472, 1.647809, 0.261294], [0.518730, 2.543363, 0.333227], [1.782839, 2.120463, -0.054754], [0.334978, 3.545545, 0.688665], [-1.871475, 2.120261, 0.680168], [-2.115420, 3.244107, 1.056727], [-2.812179, 1.162633, 0.605405], [-4.127193, 1.543680, 0.996984], [-5.004866, 0.301332, 1.025541], [-5.167806, -0.299292, -0.371262], [-6.194253, -1.328814, -0.409133], [-5.784525, -2.539191, 0.272224], [-6.589433, -3.270062, 0.209679], [-4.874045, -2.982417, -0.163121], [-5.600757, -2.324832, 1.322225], [-6.595495, -1.618716, -1.770232], [-6.969212, -0.708791, -2.237494], [-7.399595, -2.353169, -1.754047], [-5.771531, -2.016056, -2.384545], [-4.192525, -0.678862, -0.721994], [-5.480009, 0.497943, -1.051287], [-4.548996, -0.422856, 1.700640], [-5.988035, 0.569724, 1.412608], [-4.509115, 2.285815, 0.285704], [-4.079509, 2.016991, 1.984729], [-1.187479, -0.335367, -0.228070], [1.048060, -1.120925, -0.928872], [3.836998, -0.598501, -1.328830], [3.847657, -1.685132, -0.276716], [3.754512, -3.017841, -0.655408], [3.775867, -4.021143, 0.296573], [3.885339, -3.701128, 1.639153], [3.976774, -2.374565, 2.023235], [3.960857, -1.371193, 1.070600], [4.027885, -0.337895, 1.378631], [4.061172, -2.118222, 3.068870], [3.896713, -4.483490, 2.383239], [3.700610, -5.054025, -0.010075], [3.663346, -3.270396, -1.702752], [4.860885, -0.409770, -1.664290], [3.260625, -0.940164, -2.197195], [5.407522, 1.939799, -0.819732], [5.965438, 1.178726, -0.272786], [5.744887, 2.917932, -0.490452], [5.640569, 1.841508, -1.880942], [3.356263, 4.809732, -0.569642], [4.331645, 4.231649, 0.783337], [2.599442, 4.505511, 0.993150]], "forces_ev_per_angstrom": [[0.061, -0.108, -0.169], [0.340, -0.126, -0.041], [0.016, 0.504, 0.179], [-0.002, -0.023, -0.111], [-0.441, 0.427, 0.174], [0.095, -0.136, -0.078], [-0.073, 0.108, 0.037], [0.259, -0.075, -0.068], [-0.141, -0.148, -0.020], [0.036, -0.516, -0.167], [-0.033, 0.105, 0.038], [-0.203, 0.383, 0.152], [0.006, -0.168, -0.060], [0.193, -0.261, -0.119], [-0.462, 0.184, 0.368], [0.414, 0.149, -0.409], [-0.123, 0.047, 0.291], [0.004, 0.040, -0.082], [-0.065, 0.095, 0.034], [0.011, -0.066, 0.042], [0.037, -0.018, -0.019], [0.043, -0.090, 0.069], [-0.012, 0.020, 0.064], [-0.015, 0.004, -0.076], [-0.027, -0.033, -0.077], [0.024, -0.021, -0.030], [-0.050, 0.009, -0.081], [0.056, -0.005, -0.026], [-0.049, -0.020, 0.110], [-0.019, 0.014, 0.039], [0.038, -0.061, 0.106], [-0.033, -0.041, -0.195], [-0.043, -0.078, -0.017], [-0.012, -0.113, -0.019], [0.065, -0.228, -0.067], [0.014, -0.057, -0.005], [0.024, 0.112, -0.020], [0.006, -0.101, 0.000], [0.002, -0.081, 0.052], [0.037, 0.001, 0.065], [0.016, 0.023, -0.062], [-0.038, 0.134, 0.017], [0.000, 0.019, 0.088], [-0.007, -0.063, 0.061], [-0.009, -0.083, -0.020], [-0.034, -0.026, -0.115], [-0.160, 0.038, -0.036], [0.127, 0.032, 0.050], [-0.146, -0.063, -0.012], [0.104, -0.018, 0.003], [0.050, 0.039, 0.014], [0.092, -0.001, -0.038], [-0.006, 0.137, 0.031], [0.029, 0.099, 0.062], [0.002, 0.108, 0.092]]}

# 2
{"formula": "C5H10O", "method": "ωB97M-V with the def2-TZVPD basis set", "mol_weight_g_mol": 86.13, "largest_force_ev_per_a": 0.5, "gap_ev": 11.2, "e_tot_ev": -7394.455, "e_homo_ev": -10.14, "spin_multiplicity": 1, "relative_energy_ev": 0.311, "species": ["O", "C", "C", "C", "C", "C", "H", "H", "H", "H", "H", "H", "H", "H", "H", "H"], "coordinates": [[-1.785368, -0.008308, 0.849925], [-1.084069, 0.228088, -0.372834], [-0.210387, -0.997623, -0.648275], [0.796896, -0.882820, 0.506943], [1.242898, 0.583073, 0.305657], [-0.038374, 1.330707, -0.164531], [-1.950927, -0.963458, 0.875132], [-1.816465, 0.480788, -1.155552], [-0.818366, -1.906041, -0.756558], [0.348787, -0.865654, -1.581890], [1.627821, -1.601891, 0.508377], [0.272191, -0.964177, 1.464840], [1.674434, 1.050406, 1.194882], [2.010238, 0.596779, -0.482103], [-0.412859, 2.056417, 0.562812], [0.143547, 1.863715, -1.106832]], "forces_ev_per_angstrom": [[-0.229, -0.108, -0.041], [0.203, -0.011, -0.315], [-0.058, -0.079, -0.218], [0.088, 0.144, 0.123], [0.083, 0.043, 0.083], [-0.040, 0.008, 0.028], [-0.147, 0.399, 0.151], [0.287, -0.164, 0.062], [0.267, -0.008, 0.285], [-0.206, -0.034, -0.055], [-0.263, 0.212, -0.213], [0.184, -0.136, -0.156], [-0.011, -0.200, -0.070], [-0.177, 0.131, 0.182], [0.128, -0.092, -0.047], [-0.109, -0.104, 0.202]]}

# 3
{"formula": "C4H13NOS", "method": "ωB97M-V with the def2-TZVPD basis set", "mol_weight_g_mol": 123.22, "largest_force_ev_per_a": 1.1, "gap_ev": 9.1, "e_tot_ev": -18731.393, "e_homo_ev": -8.44, "spin_multiplicity": 1, "relative_energy_ev": 0.618, "species": ["C", "C", "C", "S", "C", "N", "H", "H", "H", "H", "H", "H", "H", "H", "H", "H", "H", "H", "H", "O"], "coordinates": [[-0.996216, 0.468844, -1.941740], [-1.021737, 0.322557, -0.423324], [-0.043533, 1.253993, 0.298375], [-0.380501, 1.490096, 2.061721], [-0.689128, -0.224083, 2.548583], [0.169359, -0.231043, -2.503893], [-1.882053, -0.027366, -2.346450], [-1.028045, 1.527738, -2.213163], [-2.032355, 0.465182, -0.024213], [-0.771234, -0.719741, -0.237871], [0.920804, 0.757021, 0.220617], [0.041124, 2.223050, -0.182883], [-0.770301, -0.144794, 3.628169], [0.178962, -0.828792, 2.312561], [-1.634897, -0.617369, 2.191452], [1.017541, -0.075886, -1.976000], [0.291563, 0.130949, -3.443167], [3.459786, -2.332900, 0.339139], [2.493593, -1.663275, 1.314324], [2.677269, -1.774184, 0.377762]], "forces_ev_per_angstrom": [[0.129, -0.367, 0.404], [-0.497, 0.271, -0.046], [0.265, -1.086, -0.120], [-0.270, 0.057, -0.283], [0.119, 0.722, 0.513], [-0.457, 0.262, -0.327], [-0.035, 0.185, -0.047], [-0.088, 0.105, -0.038], [0.021, 0.165, -0.223], [0.095, -0.112, 0.274], [0.416, 0.268, 0.045], [-0.170, 0.209, 0.080], [0.044, -0.203, 0.211], [-0.107, -0.330, -0.156], [0.128, -0.121, -0.320], [0.030, 0.177, -0.004], [0.398, -0.254, 0.039], [-0.029, 0.015, 0.004], [0.039, -0.006, 0.059], [-0.031, 0.045, -0.064]]}

# 4
{"formula": "C18H22N2O2S", "method": "ωB97M-V with the def2-TZVPD basis set", "mol_weight_g_mol": 330.45, "largest_force_ev_per_a": 0.9, "gap_ev": 7.9, "e_tot_ev": -36933.199, "e_homo_ev": -7.66, "spin_multiplicity": 1, "relative_energy_ev": 1.609, "species": ["O", "C", "C", "O", "C", "C", "N", "C", "N", "C", "S", "C", "C", "C", "C", "C", "C", "H", "H", "H", "H", "H", "H", "H", "H", "C", "C", "C", "C", "C", "C", "H", "H", "H", "H", "H", "H", "H", "H", "H", "H", "H", "H", "H", "H"], "coordinates": [[-4.754341, -2.627964, -0.166362], [-4.610948, -1.546865, -1.046105], [-3.357946, -0.726240, -0.734333], [-2.239803, -1.565345, -0.967385], [-0.997695, -0.919630, -0.952363], [-0.510977, -0.577825, 0.472121], [0.772356, 0.087350, 0.408146], [0.819849, 1.424443, 0.086445], [1.871354, 2.020561, -0.338366], [3.041861, 1.346032, -0.509061], [4.329247, 2.130053, -1.179908], [3.097104, -0.032506, -0.083973], [1.963855, -0.630599, 0.365330], [1.947158, -2.051318, 0.855970], [3.357088, -2.579419, 1.112053], [4.255714, -2.255725, -0.072849], [4.409645, -0.745716, -0.177270], [5.059570, -0.373400, 0.620680], [4.883337, -0.459527, -1.118956], [3.808349, -2.648382, -0.988464], [5.234137, -2.720679, 0.050815], [3.765346, -2.110487, 2.009515], [3.311592, -3.656017, 1.284490], [1.451546, -2.686743, 0.114624], [1.374909, -2.111505, 1.785584], [-0.395444, 2.251018, 0.241989], [-0.905801, 2.926993, -0.860122], [-2.027660, 3.725171, -0.726076], [-2.637098, 3.866681, 0.509445], [-2.113888, 3.219294, 1.616695], [-0.997399, 2.413396, 1.486929], [-0.576275, 1.926506, 2.355734], [-2.573584, 3.345409, 2.585612], [-3.511673, 4.491018, 0.613349], [-2.423269, 4.243136, -1.586775], [-0.411995, 2.824260, -1.814270], [-0.448249, -1.491644, 1.061266], [-1.232704, 0.088542, 0.945673], [-1.033393, 0.004760, -1.548449], [-0.297441, -1.614115, -1.425835], [-3.389505, -0.398179, 0.313085], [-3.312092, 0.159932, -1.381897], [-4.555361, -1.896136, -2.086264], [-5.499520, -0.924874, -0.922824], [-3.939966, -3.143701, -0.207627]], "forces_ev_per_angstrom": [[0.075, -0.403, 0.315], [0.430, 0.475, -0.154], [-0.449, -0.040, -0.050], [-0.184, -0.192, 0.049], [0.268, 0.037, 0.149], [-0.734, -0.351, -0.256], [0.359, 0.441, 0.038], [0.085, -0.420, 0.055], [-0.384, 0.551, 0.018], [0.590, 0.016, -0.280], [0.159, 0.092, -0.047], [-0.190, -0.077, 0.100], [0.217, 0.073, -0.107], [0.089, -0.077, 0.140], [-0.058, -0.114, -0.261], [0.043, 0.139, 0.286], [-0.018, -0.327, -0.098], [0.085, 0.038, -0.064], [-0.012, 0.025, 0.132], [0.009, -0.062, -0.069], [-0.002, -0.038, -0.067], [0.007, -0.018, 0.067], [-0.029, 0.024, 0.082], [-0.092, -0.029, 0.062], [-0.072, -0.005, -0.091], [-0.402, 0.162, 0.106], [0.089, -0.137, 0.080], [-0.064, 0.037, -0.032], [-0.033, 0.034, -0.015], [-0.030, -0.005, 0.098], [0.070, 0.014, -0.113], [0.021, -0.079, 0.066], [-0.032, 0.021, 0.077], [-0.072, 0.057, 0.007], [-0.028, 0.043, -0.074], [0.075, 0.005, -0.099], [0.018, 0.123, -0.016], [0.136, -0.225, -0.004], [0.035, -0.078, 0.025], [0.052, 0.149, 0.028], [-0.013, 0.002, -0.076], [0.013, -0.034, 0.014], [-0.035, 0.121, 0.052], [0.077, 0.022, -0.074], [-0.069, 0.007, 0.002]]}

# 5
{"formula": "CH13O5S", "method": "ωB97M-V with the def2-TZVPD basis set", "mol_weight_g_mol": 137.18, "largest_force_ev_per_a": 1.5, "gap_ev": 6.9, "e_tot_ev": -22322.454, "e_homo_ev": -3.73, "spin_multiplicity": 1, "relative_energy_ev": 0.962, "charge": -1, "species": ["C", "S", "H", "H", "H", "H", "H", "O", "H", "H", "O", "H", "H", "O", "H", "H", "O", "H", "H", "O"], "coordinates": [[-0.505183, 0.411197, 2.406304], [-0.996678, 0.746111, 0.691315], [0.578355, 0.266263, 2.492482], [-0.700895, 1.209289, 3.128019], [-1.082166, -0.459444, 2.729012], [-0.236511, 3.766981, -1.273576], [-1.051591, 3.559124, -0.056384], [-0.895208, 4.239822, -0.737421], [3.463122, -3.410375, 0.925330], [2.945704, -2.113372, 1.470002], [3.768540, -2.601311, 1.351598], [2.039001, -1.097312, -0.305324], [0.604351, -0.436267, -0.155046], [1.150680, -1.102294, -0.662916], [-1.387944, -2.047522, -2.265987], [-0.019113, -2.332171, -1.552657], [-0.659564, -2.663197, -2.194553], [-2.002226, 1.024894, -1.303682], [-2.474551, 1.930610, -2.583442], [-2.538132, 1.108965, -2.103068]], "forces_ev_per_angstrom": [[-0.023, 0.012, 0.228], [0.348, 0.527, -0.054], [-0.163, -0.429, -0.063], [-0.328, 0.199, -0.257], [0.448, -0.079, 0.239], [-0.252, 0.339, 0.103], [-0.172, 0.073, -0.007], [0.421, -0.644, -0.045], [0.134, 0.010, -0.015], [0.014, 0.105, 0.136], [-0.238, -0.106, -0.100], [0.121, 0.172, -0.003], [-0.117, -0.075, -0.160], [-0.008, -0.119, 0.126], [0.094, 0.402, 0.307], [-0.111, 0.585, 0.074], [-0.006, -0.932, -0.438], [0.089, 0.698, -0.026], [0.562, 0.359, 0.596], [-0.812, -1.098, -0.639]]}

# 6
{"formula": "C7H10BN3O2S", "method": "ωB97M-V with the def2-TZVPD basis set", "mol_weight_g_mol": 211.05, "largest_force_ev_per_a": 1.3, "gap_ev": 7.6, "e_tot_ev": -27499.498, "e_homo_ev": -7.35, "spin_multiplicity": 1, "relative_energy_ev": 0.000, "species": ["B", "C", "C", "C", "C", "C", "C", "C", "N", "N", "N", "O", "O", "S", "H", "H", "H", "H", "H", "H", "H", "H", "H", "H"], "coordinates": [[0.848744, -2.319245, 0.162646], [-3.238986, 0.913947, 0.501887], [-3.596800, -0.234369, -0.134636], [-1.225518, 0.231072, -0.045447], [1.058492, -0.831719, -0.172579], [0.210147, 0.235339, -0.193574], [2.435280, -0.265071, -0.481781], [0.458750, 2.731357, -0.136102], [-1.915785, 1.162051, 0.531562], [2.290583, 1.184753, -0.337444], [0.888443, 1.407752, -0.474804], [-0.387408, -2.793650, 0.496904], [1.956854, -3.116814, 0.149764], [-2.205429, -1.059173, -0.711761], [-3.908737, 1.614555, 0.967304], [-4.577527, -0.637247, -0.285380], [3.218484, -0.668800, 0.158233], [2.699730, -0.481031, -1.525059], [1.002463, 3.437423, -0.763952], [-0.608492, 2.819039, -0.315744], [0.655750, 2.968268, 0.918519], [2.565130, 1.466021, 0.612883], [-0.442236, -3.725877, 0.709623], [1.818057, -4.038589, 0.368945]], "forces_ev_per_angstrom": [[-0.084, 0.618, 0.000], [-0.504, -0.357, -0.124], [0.357, -0.153, -0.201], [-0.927, -0.739, -0.424], [-0.061, 0.140, 0.264], [1.246, -0.418, -0.015], [-0.202, -0.286, -0.412], [0.013, 0.278, -0.121], [0.554, 0.436, 0.303], [0.281, 0.334, 0.257], [-0.160, -0.188, -0.106], [-0.351, -0.286, 0.197], [0.595, -0.142, -0.114], [-0.281, 1.018, 0.317], [-0.186, 0.046, 0.052], [-0.241, -0.056, -0.004], [0.039, 0.130, -0.030], [0.076, -0.053, 0.054], [0.001, -0.001, 0.032], [0.145, 0.089, 0.041], [-0.026, -0.001, 0.033], [-0.289, -0.156, -0.078], [0.036, -0.142, 0.038], [-0.031, -0.113, 0.041]]}